Entry one
15
Properties=species:S:1:pos:R:3:nbo_charge:R:1 method="wB97M-V/def2-TZVPD" orbital_gap_ev=8.31 mol_weight_da=129.2 smiles=Nc1nc[nH]c1CS lumo_energy_ha=0.0264 e_homo_ev=-7.59
H -2.147 0.242 -1.024 0.23
N 0.921 1.235 -0.552 -0.52
H -0.085 -1.116 2.718 0.39
C 0.142 0.002 1.089 0.26
C -0.071 0.337 -0.227 0.00
H -0.109 -2.244 -1.717 0.12
S -1.346 -1.959 -1.297 -0.04
H 2.508 2.063 0.616 0.19
N -0.606 -0.820 1.906 -0.82
N 1.229 0.680 1.557 -0.48
C 1.663 1.409 0.563 0.17
C -1.171 -0.147 -1.308 -0.53
H -0.890 0.197 -2.299 0.22
H -1.066 -1.573 1.415 0.39
H 1.028 1.694 -1.441 0.42

---

Entry two
15
Properties=species:S:1:pos:R:3:nbo_charge:R:1 method="wB97M-V/def2-TZVPD" orbital_gap_ev=9.01 mol_weight_da=129.2 smiles="[H]/N=C1/CN(S)C(C)=N1" lumo_energy_ha=-0.0034 e_homo_ev=-9.10
S -2.011 -0.874 -0.241 0.12
C -1.149 1.982 -0.157 -0.72
C -0.085 0.977 0.077 0.42
N 1.163 1.104 0.211 -0.52
H -0.830 3.120 -0.694 0.28
N -0.459 -0.396 0.454 -0.56
H 0.524 -1.755 -0.860 0.22
H 0.735 -1.919 0.959 0.23
H -2.098 1.391 -0.772 0.28
N 3.115 -0.409 -0.334 -0.62
H 3.607 0.566 -0.441 0.36
H -1.434 2.274 1.062 0.26
H -2.923 -0.550 1.100 0.16
C 1.845 -0.228 0.135 0.40
C 0.698 -1.271 0.142 -0.31

---

Entry three
15
Properties=species:S:1:pos:R:3:nbo_charge:R:1 method="wB97M-V/def2-TZVPD" orbital_gap_ev=8.92 mol_weight_da=129.2 lumo_energy_ha=0.0144 e_homo_ev=-8.53
C 1.862 0.236 0.714 -0.17
H -2.165 0.826 -1.187 0.38
H -1.356 -0.195 -2.245 0.37
S -1.779 -0.993 0.904 0.21
C 0.599 0.242 0.228 0.04
H 0.623 1.113 -2.098 0.20
N -1.402 0.730 -1.842 -0.81
C 0.756 -1.104 1.951 0.15
H -0.271 2.232 -0.977 0.20
N 1.941 -0.610 1.790 -0.44
H 2.721 0.775 0.372 0.21
H -1.669 -2.064 0.089 0.11
C -0.200 1.247 -1.415 -0.10
H 0.460 -1.806 2.704 0.20
N -0.120 -0.629 1.011 -0.55

---

Which is most stable, and by how much? entry one, by 57.5 kcal/mol.

---

Entry one
22
Properties=species:S:1:pos:R:3:nbo_charge:R:1 method="wB97M-V/def2-TZVPD" orbital_gap_ev="10.66 / 6.57" mol_weight_da=105.2 spin_multiplicity=2 charge=+1 lumo_energy_ha="-0.1250 / -0.2751" e_homo_ev="-14.06 / -14.06"
H 2.983 1.223 1.613 0.26
H -0.874 -1.170 -5.449 0.47
H -0.156 -1.105 -0.255 0.26
C 0.762 1.995 1.019 -0.29
C 0.268 -1.220 1.811 -0.65
C 2.316 1.693 0.842 -0.62
C -0.505 -0.596 0.639 -0.08
H -2.409 -0.017 1.236 0.23
H -0.532 1.209 -0.492 0.41
H 0.532 2.956 0.481 0.26
O -0.644 -1.608 -4.666 -0.91
H 1.348 -0.970 1.835 0.23
H 0.616 2.256 2.097 0.27
C -1.996 -0.901 0.795 -0.63
H -0.180 -0.949 2.799 0.24
H -0.894 -0.837 -3.979 0.44
H -2.208 -1.633 1.591 0.26
N -0.142 0.903 0.462 -0.12
H 2.172 0.842 0.089 0.21
H -2.597 -1.188 0.001 0.25
H 2.889 2.418 0.272 0.26
H 0.378 -2.316 1.608 0.26

---

Entry two
22
Properties=species:S:1:pos:R:3:nbo_charge:R:1 method="wB97M-V/def2-TZVPD" orbital_gap_ev="12.28 / 7.67" mol_weight_da=105.2 spin_multiplicity=2 charge=+1 lumo_energy_ha="-0.1052 / -0.2746" e_homo_ev="-15.14 / -15.14"
C 1.201 -1.428 1.337 -0.62
H 1.992 -1.307 2.071 0.26
H -0.130 0.297 1.809 0.22
C 0.551 -0.063 1.059 -0.25
C 0.484 -0.058 -1.410 -0.29
H 0.412 2.658 2.714 0.47
C -0.160 -0.795 -2.593 -0.64
H -0.602 -0.181 -3.375 0.25
H 0.568 -1.419 -3.110 0.26
H 0.652 0.997 -1.646 0.27
H -1.757 0.886 0.705 0.24
H -0.925 -1.448 -2.189 0.22
H -1.811 0.877 -1.101 0.26
H 0.406 -2.106 1.622 0.24
C -1.598 0.318 -0.194 -0.47
O -0.538 2.708 2.573 -0.89
H 1.504 -0.373 -1.217 0.24
N -0.254 -0.231 -0.190 0.06
H -0.665 2.103 1.840 0.43
H 1.769 -1.721 0.453 0.22
H 1.240 0.768 0.890 0.24
H -2.335 -0.481 -0.049 0.28

---

Entry three
22
Properties=species:S:1:pos:R:3:nbo_charge:R:1 method="wB97M-V/def2-TZVPD" orbital_gap_ev="12.63 / 8.20" mol_weight_da=105.2 spin_multiplicity=2 charge=+1 lumo_energy_ha="-0.1127 / -0.2753" e_homo_ev="-15.69 / -15.69"
H 1.035 0.187 -1.538 0.22
H 2.340 3.027 0.693 0.50
C 0.553 -0.379 -0.785 -0.22
N -0.206 0.686 0.072 -0.11
H -1.333 -1.402 -0.958 0.23
H -0.339 -3.428 -2.313 0.25
C -0.404 -1.306 -1.422 -0.44
H -1.833 2.103 1.759 0.23
H 0.046 1.682 -0.018 0.42
C -0.336 0.495 1.491 -0.29
H 0.524 0.966 2.087 0.28
C -1.690 1.044 2.038 -0.61
H 0.600 -3.294 -0.836 0.23
C 0.316 -2.663 -1.709 -0.65
H 1.232 -2.653 -2.359 0.23
H 1.392 -0.726 -0.098 0.25
H -0.286 -0.579 1.682 0.22
H 1.612 2.462 -0.480 0.46
H -1.445 0.942 3.122 0.25
H -0.652 -0.744 -2.394 0.23
O 1.452 2.985 0.322 -0.93
H -2.577 0.594 1.641 0.24

---

Which is most stable, and by how much? entry two, by 14.0 kcal/mol.

---

Entry one
192
Properties=species:S:1:pos:R:3:lowdin_charge:R:1 method="wB97M-V/def2-TZVPD" orbital_gap_ev=8.84 mol_weight_da=1065.5 smiles=COCCNCCOC.COCCNCCOC.COCCNCCOC.COCCNCCOC.COCCNCCOC.COCCNCCOC.COCCNCCOC.COCCNCCOC lumo_energy_ha=0.0220 e_homo_ev=-8.24
O 1.281 -0.312 5.797 -0.23
H 0.810 -6.169 2.918 0.10
H 0.209 -2.765 4.926 0.10
C -0.848 -3.497 -6.317 -0.20
H 2.211 5.920 -5.651 0.12
C -3.531 -6.406 2.320 -0.19
H -3.229 -5.586 2.972 0.09
H 2.338 8.767 0.743 0.09
H -3.162 9.941 1.084 0.11
C 5.243 -0.912 3.406 -0.11
H 3.149 4.417 1.436 0.09
H -4.514 -6.077 1.983 0.11
H 4.380 4.640 -4.765 0.13
H -2.270 -2.761 -9.083 0.11
H -2.731 -4.259 -9.778 0.11
C -1.335 -5.250 -0.531 -0.16
H -1.708 -1.968 -4.158 0.09
H -4.401 -1.343 2.945 0.12
H -2.739 2.797 4.927 0.12
H 5.249 -5.653 -1.476 0.11
H -1.991 4.866 0.494 0.08
H 1.832 8.444 -4.310 0.12
H 1.441 5.502 -4.127 0.12
H 0.613 -4.523 2.718 0.08
H 1.354 -4.705 -0.464 0.06
C 1.935 8.691 -0.267 -0.12
H 3.065 3.757 -5.472 0.12
H 2.390 1.343 5.211 0.11
O -1.202 2.891 -0.066 -0.18
H 2.298 -0.348 7.717 0.08
C -0.848 -3.017 5.001 -0.17
O -5.273 -3.056 3.365 -0.20
C -1.577 0.984 4.526 -0.23
H 1.301 3.060 0.726 0.10
H 3.668 -2.107 1.283 0.11
H -0.707 -4.391 -11.288 0.13
C 0.636 -3.888 -0.392 -0.10
H 1.128 0.886 -2.104 0.12
H -2.217 8.500 2.975 0.11
H 3.443 6.101 0.849 0.08
C -3.197 -2.626 4.318 -0.19
C -4.076 -2.360 3.166 -0.26
C -1.419 -4.537 -7.341 -0.22
H -3.581 -10.611 1.321 0.09
H 2.076 7.092 2.483 0.12
H 1.234 7.865 -0.388 0.08
H 2.133 -1.907 6.858 0.08
H -7.141 -3.571 2.660 0.08
H -1.115 -5.515 -6.968 0.11
H -0.974 1.731 2.918 0.09
O 3.060 3.913 -3.423 -0.21
H -0.054 8.110 1.114 0.06
H -2.244 7.666 1.406 0.10
H -4.218 -7.890 3.777 0.12
C -3.868 -10.102 2.241 -0.12
H 0.047 -3.879 -8.644 0.10
N -2.670 -6.415 1.130 -0.11
H -4.902 -10.350 2.480 0.08
C 0.252 -2.219 -12.176 -0.17
H -0.422 -2.055 -13.017 0.09
C 1.358 0.995 5.244 -0.20
H 3.690 -4.745 0.686 0.10
O 6.025 -1.182 2.264 -0.17
H -1.104 -2.543 -6.777 0.12
H 0.931 -3.027 -12.451 0.08
H -1.538 -3.272 -3.092 0.06
H -0.570 -4.663 6.176 0.11
C -3.481 -7.812 2.977 -0.16
C 2.404 5.673 -4.607 -0.22
H 1.528 9.689 -0.431 0.08
H 5.923 -0.374 4.067 0.09
N 5.207 -3.302 0.432 -0.05
C -4.833 2.233 3.381 -0.14
O -1.150 -0.426 0.098 -0.18
C -1.856 -3.641 -9.574 -0.17
N -0.338 8.083 2.083 -0.05
H -0.023 6.769 3.761 0.11
O -1.290 -3.920 -5.008 -0.17
H -0.162 4.366 -0.977 0.11
C 2.785 5.233 0.812 -0.09
H 3.232 -0.709 6.231 0.07
H -0.099 -2.663 -3.872 0.08
H -0.889 6.088 2.431 0.09
H 2.414 9.771 -2.462 0.10
H -3.077 0.086 -0.565 0.09
H -1.345 0.737 -1.560 0.11
H 3.564 -7.794 -1.020 0.09
O 1.421 5.596 1.125 -0.21
O -1.229 9.862 0.163 -0.20
H -3.125 -4.486 0.769 0.10
H -3.595 -2.702 2.249 0.10
H 4.874 0.049 1.167 0.12
H -3.628 -3.504 4.799 0.11
O 4.722 -6.843 0.317 -0.18
H 1.335 7.340 -2.907 0.11
H -4.997 2.263 2.304 0.09
H -0.662 11.910 0.380 0.09
H 0.465 -3.446 -1.374 0.08
C -2.105 9.807 1.319 -0.17
H -1.476 -3.039 3.138 0.08
H 3.972 2.152 -4.104 0.09
N 3.021 6.734 -3.845 -0.08
N -1.750 -2.480 3.934 -0.03
H -2.019 -3.151 -11.628 0.12
H -1.936 -4.975 5.097 0.10
H -2.896 -1.581 0.057 0.08
H 4.810 -1.840 3.780 0.09
H -3.350 -10.577 3.074 0.09
H -0.244 11.134 -1.037 0.07
H 0.963 -1.394 -12.132 0.09
H -0.924 -5.457 2.734 0.07
C -2.914 1.764 4.625 -0.21
N -0.563 1.699 3.840 -0.07
H -3.575 -5.735 -0.467 0.12
C 3.845 2.782 -3.223 -0.13
H 0.245 0.966 0.526 0.07
C -0.692 -0.047 -1.177 -0.20
O -3.813 -8.735 1.922 -0.22
C -0.163 3.281 -0.869 -0.24
C -1.210 -3.476 -10.973 -0.20
H -1.095 4.088 1.764 0.07
H -6.514 -2.256 1.824 0.07
H -1.930 11.612 -0.854 0.09
N -0.859 -4.325 -8.655 -0.07
H -5.922 -3.762 1.337 0.07
C 2.276 -0.832 6.741 -0.06
C 4.365 -4.379 -0.088 -0.21
H 3.558 2.179 -2.361 0.07
H 1.549 5.535 3.165 0.12
H 3.556 6.446 -3.038 0.11
H 2.885 5.036 -0.255 0.08
C -1.151 -2.897 -4.040 -0.14
C 1.379 6.261 2.371 -0.22
H 0.228 -3.659 -6.379 0.12
H -2.935 -7.313 0.751 0.09
H -1.658 0.077 3.926 0.11
H -2.466 -8.040 3.301 0.12
H 1.447 1.387 3.150 0.10
C -1.071 11.191 -0.330 -0.11
C 5.407 -0.898 1.090 -0.27
O -0.576 -4.270 0.206 -0.21
C 2.927 8.812 -2.518 -0.17
H -4.942 3.204 3.864 0.09
H 3.690 -3.961 -0.835 0.11
H 0.491 -0.063 3.422 0.11
H 4.058 -1.607 -0.337 0.11
H 2.682 -6.424 -0.350 0.05
H 2.832 -7.811 0.630 0.09
C 4.490 -2.027 0.572 -0.21
C 5.191 -5.681 -0.388 -0.20
C -0.064 6.758 2.672 -0.17
C -6.202 -3.215 2.237 -0.07
C 3.306 4.475 -4.688 -0.22
H -0.882 -6.227 -0.693 0.12
C 0.088 -5.382 3.134 -0.13
H 6.256 -5.543 -0.202 0.12
H -0.454 3.006 -1.883 0.12
H -2.491 -4.344 -7.377 0.11
C 1.131 2.700 -0.288 -0.15
H 3.871 9.128 -2.963 0.12
H -0.749 -0.937 -1.804 0.10
O -3.622 1.570 3.417 -0.19
O 0.068 -5.380 4.507 -0.19
H -2.925 -0.220 1.106 0.07
C 0.795 0.410 -1.181 -0.19
O -0.238 -2.412 -10.906 -0.18
H 1.475 -0.436 -1.082 0.09
C 3.380 -7.225 -0.108 -0.08
H -1.679 -4.888 -1.500 0.09
H 5.509 -3.491 1.377 0.11
H 4.342 -0.304 3.325 0.08
C -0.920 -4.586 5.146 -0.19
H -1.349 0.898 5.588 0.12
O 2.996 8.454 -1.131 -0.21
H -1.977 10.588 2.069 0.11
C -1.702 3.889 0.881 -0.06
H -3.384 1.379 5.530 0.11
H -2.684 3.537 1.199 0.08
H 1.994 2.928 -0.913 0.09
C -2.785 -5.326 0.163 -0.14
H -5.632 1.658 3.849 0.08
H 0.806 1.748 5.806 0.11
N 1.057 1.226 -0.016 -0.05
C -2.544 -0.552 0.140 -0.10
C 2.136 7.819 -3.470 -0.18
H -1.099 -2.475 5.912 0.11
H 0.976 -3.189 0.372 0.09
H -3.365 -1.874 5.089 0.12
H 6.133 -0.663 0.312 0.12
C 0.720 0.926 3.819 -0.15
H 4.832 3.151 -2.942 0.09
C -1.739 8.428 1.998 -0.21

---

Entry two
192
Properties=species:S:1:pos:R:3:lowdin_charge:R:1 method="wB97M-V/def2-TZVPD" orbital_gap_ev=8.88 mol_weight_da=1065.5 smiles=COCCNCCOC.COCCNCCOC.COCCNCCOC.COCCNCCOC.COCCNCCOC.COCCNCCOC.COCCNCCOC.COCCNCCOC lumo_energy_ha=0.0205 e_homo_ev=-8.33
H -7.397 2.188 1.538 0.13
H -1.540 8.388 -9.042 0.08
O -4.000 2.770 -1.136 -0.20
H -1.949 5.492 1.231 0.08
H 2.201 7.218 -6.691 0.12
C -5.127 0.886 -0.342 -0.22
C 0.582 -2.443 -4.658 -0.09
H 5.124 -1.332 4.566 0.12
H -5.182 -1.123 4.780 0.08
C -5.670 -0.633 5.624 -0.11
N 7.286 -1.506 5.841 -0.07
H 1.340 1.661 -0.450 0.12
H -5.241 2.053 5.012 0.10
H -8.235 -7.563 10.620 0.09
H -0.986 3.028 3.378 0.13
H -8.389 3.103 3.943 0.09
H 1.203 0.775 3.114 0.13
H -3.159 0.921 6.952 0.13
H -9.494 2.288 2.814 0.09
C -7.087 -5.495 7.112 -0.23
C -8.684 -6.662 10.188 -0.13
C -4.333 2.175 5.619 -0.19
H 4.655 0.810 -6.355 0.12
C 8.680 -2.473 7.586 -0.23
H 8.824 -0.469 6.769 0.12
N -4.796 1.027 1.076 -0.04
H -1.790 6.456 2.698 0.09
H 7.095 -2.391 5.384 0.11
H -3.370 3.867 4.871 0.10
H -0.251 -2.504 -1.017 0.10
H -3.312 0.238 5.309 0.09
C 4.035 -0.600 -7.903 -0.20
H 3.090 -1.083 -7.623 0.11
C 0.991 -3.751 0.145 -0.20
H 1.251 -0.352 -2.793 0.10
H 5.716 -0.573 -6.534 0.13
H -1.073 -4.331 -3.932 0.13
H -6.191 2.499 2.902 0.11
C 4.495 -0.719 -4.229 -0.10
C -7.190 -5.967 8.532 -0.26
H 4.582 -2.656 2.854 0.09
H 2.917 4.359 -4.306 0.09
C 0.846 0.530 -2.271 -0.23
H -9.286 1.693 4.481 0.09
H -1.768 -3.404 -2.592 0.13
C -5.698 -4.247 5.578 -0.21
H 3.653 -0.824 -3.537 0.06
H 5.540 -2.788 1.368 0.08
H -3.012 3.024 -2.956 0.08
H 2.698 0.760 -1.159 0.12
N 1.308 -0.323 -0.061 -0.07
H 1.306 4.410 -4.947 0.07
H 7.824 -2.429 8.267 0.13
C 4.654 -0.273 -6.537 -0.23
H 8.467 -3.314 -11.180 0.09
H -1.500 0.881 0.797 0.07
O -2.484 8.117 -7.204 -0.19
C -4.244 -3.845 5.414 -0.27
H -5.085 -4.957 7.461 0.11
C 6.346 -1.910 -10.561 -0.25
O 2.738 4.915 -6.324 -0.19
C -5.918 0.617 1.940 -0.19
C -3.036 2.405 3.568 -0.21
C 7.076 -0.460 4.819 -0.20
H -3.646 -4.736 5.677 0.13
C -2.473 8.621 -8.506 -0.13
H -6.251 -1.328 6.235 0.09
H -0.906 1.929 -3.995 0.08
H 2.098 4.803 -8.199 0.12
H 9.625 -5.631 7.368 0.08
C -4.000 1.361 -1.228 -0.23
H -5.445 -0.139 -0.560 0.12
H 0.922 -2.916 0.849 0.11
C 1.734 5.243 -7.268 -0.21
H 8.676 -4.005 -9.589 0.09
H 9.612 -2.280 8.135 0.12
H -7.168 -6.371 6.450 0.12
H 8.577 -4.947 8.665 0.09
H -0.599 6.562 -7.319 0.11
N -3.260 2.864 4.933 -0.04
C -2.634 -2.675 4.209 -0.08
H -1.820 8.378 -5.349 0.13
O 4.034 -1.043 -5.528 -0.20
H 4.865 -0.316 -10.438 0.12
H -1.027 -0.836 0.615 0.06
H 1.491 -1.255 -0.392 0.05
H 5.392 0.111 3.637 0.12
H -5.469 0.197 2.842 0.10
O -4.850 -0.027 6.611 -0.20
H 6.301 -0.157 -9.358 0.12
O 8.736 -3.771 7.011 -0.20
H 2.095 5.907 -4.600 0.09
H 0.597 1.703 1.693 0.11
H 0.502 2.234 -5.026 0.07
H -6.978 -5.117 9.201 0.12
O 6.303 -1.628 2.896 -0.18
H 3.787 0.326 -8.420 0.11
C 3.514 -2.355 -1.186 -0.11
O 0.934 1.675 -3.083 -0.17
H 5.279 -1.410 -3.909 0.09
H 7.227 -4.391 -10.493 0.09
H 0.205 -2.918 -5.574 0.09
H 2.746 -4.830 0.803 0.13
N -5.910 -4.691 6.948 -0.08
H -8.263 -5.821 10.772 0.09
H -6.020 1.456 -0.661 0.12
N 0.138 7.058 -6.839 -0.06
C 2.464 -4.114 0.026 -0.21
C 0.747 0.705 2.122 -0.21
H -2.519 9.720 -8.512 0.09
H 6.908 -1.336 -11.324 0.13
H -0.328 -5.118 -1.760 0.13
H -0.196 0.257 -2.042 0.13
H 3.971 -1.388 -0.978 0.09
H -6.398 -6.697 8.772 0.13
O 3.407 -3.072 0.042 -0.20
O -8.454 -6.486 8.824 -0.17
C -0.100 8.466 -6.722 -0.24
C 5.886 -0.824 3.952 -0.27
H 1.734 -1.120 1.811 0.11
H -3.944 2.386 2.958 0.08
H 5.512 -2.010 -8.196 0.10
H -7.978 -4.883 6.927 0.13
O -0.488 0.071 2.382 -0.19
N 4.816 -1.501 -8.728 -0.07
O -2.431 4.558 2.999 -0.20
H -3.292 8.198 -9.080 0.09
O -7.751 1.224 3.278 -0.21
H 10.234 -4.357 8.342 0.08
C -8.771 2.125 3.622 -0.12
H -4.574 2.713 6.537 0.12
H 0.111 0.637 -4.731 0.08
H -6.404 -3.428 5.432 0.11
H 2.587 -2.224 -1.741 0.06
H 1.386 -3.072 -4.262 0.08
C -3.812 0.821 6.086 -0.20
H -4.102 0.994 -2.255 0.13
H 1.612 7.144 -8.355 0.12
H -2.348 -2.503 3.172 0.08
C 7.930 -3.580 -10.260 -0.12
H 0.448 -4.598 0.589 0.12
H -1.872 2.939 1.840 0.11
C 0.146 -4.195 -2.131 -0.21
H 5.714 -2.617 -11.102 0.13
C 1.708 -0.151 1.310 -0.21
H -2.648 -1.736 4.764 0.08
O 7.281 -2.484 -9.678 -0.18
H 0.573 8.968 -6.023 0.13
C -1.401 -0.079 1.311 -0.11
H 4.202 -2.925 -1.825 0.09
H -1.892 -3.376 4.610 0.09
O -3.914 -3.282 4.187 -0.18
H -4.668 2.029 1.189 0.09
C 5.583 -0.849 -9.818 -0.20
H -5.892 -5.039 4.839 0.12
H -1.716 9.823 -6.333 0.12
H 6.849 0.452 5.376 0.12
C 1.469 6.736 -7.342 -0.20
H -9.745 -6.593 10.425 0.09
O -0.435 -2.384 -3.675 -0.21
C 0.118 1.609 -4.214 -0.11
C -6.806 1.773 2.360 -0.21
H -2.704 1.361 3.560 0.11
H 2.591 -4.730 -0.883 0.12
H 0.914 -1.437 -4.886 0.06
C 5.192 -2.102 2.133 -0.09
H 4.663 -1.278 1.654 0.07
C 1.607 0.754 -0.995 -0.17
C 2.291 4.905 -5.009 -0.13
C 9.306 -4.724 7.878 -0.12
H 0.841 4.654 -7.012 0.12
H 2.746 0.221 1.389 0.11
H -2.017 2.989 -1.571 0.08
N 0.427 -3.247 -1.081 -0.07
H 7.962 -0.334 4.186 0.12
H -3.046 1.001 -0.814 0.10
H 1.082 -4.438 -2.644 0.10
C 8.597 -1.488 6.448 -0.23
C -1.616 5.469 2.275 -0.09
H 0.109 8.963 -7.688 0.11
H -6.425 0.082 5.277 0.07
H -4.052 -3.183 6.282 0.13
C -1.951 3.224 2.899 -0.21
C -1.538 8.736 -6.339 -0.21
H -0.566 5.182 2.331 0.09
H 4.782 0.333 -4.157 0.09
C -2.990 3.379 -1.912 -0.10
H -6.524 -0.159 1.473 0.12
C -0.840 -3.620 -3.130 -0.22
H 9.402 -1.788 5.757 0.13
H -3.131 4.451 -1.895 0.09
H -2.352 -0.491 1.641 0.07

---

Which is most stable, and by how much? entry two, by 135.8 kcal/mol.